(1)
57
Properties=species:S:1:pos:R:3:forces:R:3:lowdin_charge:R:1 method="wB97M-V/def2-TZVPD" total_charge=-1 multiplicity=1 relative_energy_kcal_mol=11.4 homo_ev=-6.325
Na 1.315803 0.702592 0.998792 0.04 -0.30 1.16 0.14
Br 1.761649 -1.382026 3.544558 0.08 -0.28 -0.07 0.64
C 0.684203 0.092389 4.116931 -0.19 0.09 -0.19 -1.06
Br 1.564234 1.128397 5.470198 0.10 0.23 0.32 0.58
H -0.231056 -0.294962 4.544479 0.02 -0.06 0.00 0.01
H 0.482531 0.753139 3.266116 0.05 -0.12 0.33 -0.04
C 5.637167 3.782717 1.607869 -0.13 0.02 -0.03 -0.06
N 4.730042 2.806341 2.175047 0.11 0.04 0.07 -0.15
C 4.836403 2.589009 3.604314 -0.06 -0.10 0.00 -0.04
C 3.721762 2.220907 1.468810 0.20 -0.02 0.29 -0.43
C 3.603561 2.612903 0.020851 -0.06 -0.09 -0.03 0.03
O 2.967222 1.415389 2.007093 0.90 0.63 0.26 0.00
H 6.549596 3.796137 2.203012 0.02 -0.02 -0.02 0.08
H 5.212144 4.792909 1.613990 0.02 0.00 0.02 0.09
H 5.900463 3.530450 0.584068 0.02 0.00 0.00 0.08
H 5.799568 2.136945 3.856475 0.02 0.03 -0.02 0.09
H 4.041223 1.919454 3.916964 -0.01 0.02 0.01 0.04
H 4.740645 3.536626 4.141580 0.00 0.00 0.01 0.09
H 4.478822 2.287996 -0.542968 0.02 0.02 0.01 0.10
H 3.492632 3.692826 -0.087473 0.05 0.01 0.01 0.10
H 2.739408 2.126749 -0.415304 0.12 0.29 0.06 0.03
C 0.308691 -0.843143 -2.115544 0.24 0.22 0.16 -0.14
S 1.507371 0.347916 -1.535834 -0.09 -0.38 -0.99 0.40
O 2.226771 -0.339553 -0.460619 0.66 -0.83 -1.03 -0.35
O 2.343566 0.730332 -2.656164 -0.08 -0.07 -0.08 -0.34
O 0.719179 1.452356 -0.975304 -0.18 0.17 -0.53 -0.34
H 0.849344 -1.711953 -2.483070 -0.02 -0.02 -0.04 0.06
H -0.298108 -0.392253 -2.897832 0.00 0.00 0.00 0.06
H -0.287070 -1.095420 -1.241017 -0.13 -0.10 -0.02 0.05
C -2.203153 -4.711847 -4.251150 0.01 0.07 0.03 -0.05
C -2.844984 -3.850428 -3.197637 0.00 0.00 -0.06 -0.28
C -2.640368 -4.112464 -1.846223 0.09 0.09 0.02 -0.04
C -3.188479 -3.290767 -0.875927 0.01 -0.06 0.03 -0.05
C -3.962438 -2.209165 -1.262714 -0.07 0.14 0.24 -0.28
C -4.188745 -1.933015 -2.600201 -0.01 0.06 -0.01 -0.05
C -3.626297 -2.756645 -3.562239 0.05 -0.04 0.01 -0.04
S -4.683906 -1.188885 0.005265 -0.15 0.20 0.25 0.62
O -5.654608 -0.343687 -0.636751 0.18 0.01 -0.11 -0.31
O -5.108186 -2.067674 1.060021 0.27 -0.01 -0.02 -0.30
N -3.510008 -0.227137 0.606379 0.08 -0.27 -0.26 -0.12
C -2.922136 0.791573 -0.282854 -0.01 0.15 0.12 -0.21
C -2.089597 1.754838 0.549487 0.03 -0.25 0.08 -0.09
C -0.910311 1.122481 1.291994 -0.84 0.17 0.40 -0.68
O -0.731198 -0.124674 1.253307 -0.58 -0.19 -0.20 -0.04
O -0.165088 1.904955 1.928403 -0.57 0.59 0.07 -0.06
H -1.880364 -5.665011 -3.834320 0.01 -0.01 -0.03 0.07
H -1.324423 -4.208167 -4.661424 -0.01 -0.05 -0.02 0.08
H -2.891728 -4.905692 -5.074110 0.02 -0.01 -0.01 0.08
H -2.025032 -4.955132 -1.554211 -0.03 -0.01 0.01 0.11
H -3.039534 -3.485333 0.179153 0.03 -0.05 -0.04 0.12
H -4.809600 -1.086898 -2.864016 0.02 -0.02 -0.03 0.11
H -3.788861 -2.549250 -4.613800 -0.02 0.01 0.01 0.11
H -2.767265 -0.723608 1.110228 -0.16 0.02 -0.10 0.10
H -3.755229 1.321416 -0.744596 0.06 0.01 -0.06 0.11
H -2.301387 0.350353 -1.071493 -0.05 -0.09 0.08 0.11
H -2.728136 2.224792 1.300892 0.04 0.11 -0.03 0.12
H -1.656708 2.529902 -0.081483 -0.09 0.05 -0.04 0.12


(2)
61
Properties=species:S:1:pos:R:3:forces:R:3:lowdin_charge:R:1 method="wB97M-V/def2-TZVPD" total_charge=+1 multiplicity=1 relative_energy_kcal_mol=5.1 homo_ev=-11.040
Hf 0.544819 -0.219322 -0.083610 -0.13 0.35 0.33 1.84
C 2.844205 2.385777 0.966224 -0.08 0.05 0.00 -0.05
O 2.137683 1.775129 -0.111660 -0.03 -0.26 -0.11 -0.29
C 1.785699 2.691515 -1.139919 0.13 0.08 0.06 -0.17
C 1.408295 1.889267 -2.354738 -0.15 -0.08 -0.14 -0.12
O 0.288714 1.008368 -2.066491 0.02 -0.06 0.14 -0.25
C -0.985428 1.591437 -2.419830 0.11 0.03 -0.10 -0.13
C -2.053850 0.538882 -2.348841 -0.05 -0.05 0.01 -0.18
O -2.127506 0.052991 -1.017094 -0.06 0.02 0.12 -0.28
C -3.038189 -1.049382 -0.910818 0.01 0.00 -0.02 -0.05
H 3.750647 2.855607 0.579939 -0.01 0.01 0.02 0.10
H 3.101697 1.601871 1.669956 0.00 0.01 0.00 0.08
H 2.214126 3.137865 1.450749 0.01 0.00 0.01 0.10
H 2.649005 3.316515 -1.391307 -0.02 -0.01 0.01 0.15
H 0.974207 3.338303 -0.790992 -0.01 0.00 -0.03 0.13
H 2.224128 1.244405 -2.669450 0.01 0.02 0.05 0.13
H 1.124541 2.542557 -3.180192 0.03 0.02 0.03 0.14
H -0.909880 1.954779 -3.446887 -0.03 -0.02 0.02 0.14
H -1.192570 2.430520 -1.754273 -0.03 -0.02 0.01 0.13
H -1.832592 -0.289456 -3.028352 0.05 0.01 0.01 0.13
H -3.009607 0.980761 -2.654007 0.01 0.02 0.04 0.15
H -4.054418 -0.697969 -1.105746 -0.01 -0.03 -0.01 0.10
H -2.954511 -1.438693 0.099757 0.00 0.03 0.01 0.09
H -2.767687 -1.836477 -1.616351 -0.02 0.01 -0.01 0.09
N -0.265274 2.099156 4.032135 -0.08 -0.05 0.12 0.19
C -1.108662 1.224787 3.102468 -0.03 0.31 0.29 -0.46
C -2.453923 0.939902 3.760775 0.00 0.01 -0.03 -0.06
P -0.142540 -0.250942 2.687055 0.02 0.01 -0.69 0.33
O -0.109257 -1.041662 4.047618 -0.02 -0.15 0.15 -0.06
O -0.820799 -0.976886 1.538150 0.12 -0.06 0.11 -0.33
O 1.192568 0.241244 2.190716 0.01 0.04 0.14 -0.32
P -1.242187 2.296116 1.547987 -0.03 -0.56 -0.03 0.39
O -2.777069 2.278201 1.159598 -0.10 -0.10 -0.10 -0.08
O -0.760946 3.616123 2.003659 0.01 0.16 0.03 -0.25
O -0.527925 1.550262 0.442158 0.16 0.43 0.07 -0.40
H -0.641799 2.093594 4.978986 0.04 -0.01 0.03 0.17
H -0.300601 3.063856 3.614805 -0.06 -0.10 -0.09 0.12
H 0.713962 1.804314 4.061951 0.00 -0.02 -0.10 0.15
H -2.319066 0.434922 4.719031 0.00 0.00 0.00 0.09
H -3.041405 0.285660 3.119024 0.01 0.00 -0.01 0.10
H -3.026855 1.857164 3.901328 0.01 0.00 0.01 0.10
H 0.312484 -1.915432 4.026606 -0.02 0.13 0.00 0.12
H -2.926674 1.614825 0.459930 0.02 0.07 0.06 0.09
Cl 5.337044 -0.729368 -1.006247 0.00 0.01 -0.01 0.64
C 4.169230 -2.041556 -0.764808 -0.05 0.05 0.05 -1.52
Cl 4.688538 -3.076033 0.552340 0.01 -0.01 -0.02 0.66
Cl 3.960241 -2.971367 -2.246765 0.01 -0.05 -0.05 0.67
C 2.815300 -1.390954 -0.452688 -0.22 -0.02 0.08 -0.78
O 2.313313 -0.585368 -1.287489 0.47 -0.17 -0.31 -0.14
O 2.186428 -1.642116 0.598864 0.00 0.09 -0.04 -0.07
F -1.089905 -5.584422 -3.116108 -0.01 0.00 0.01 0.07
C -0.768396 -4.444648 -2.478063 0.00 -0.10 -0.08 -0.28
C -0.381960 -3.351513 -3.226993 0.01 0.05 0.08 0.00
C -0.046119 -2.185218 -2.550446 0.02 -0.03 -0.05 -0.14
C -0.112136 -2.072575 -1.154743 0.07 -0.05 -0.03 -0.28
C -0.485720 -3.227624 -0.457145 -0.10 -0.12 -0.03 -0.12
C -0.814296 -4.416067 -1.099321 0.02 0.11 -0.01 0.00
H -0.326825 -3.428235 -4.304462 -0.01 -0.01 -0.01 0.12
H 0.301950 -1.346918 -3.145931 0.00 0.00 0.00 0.10
H -0.527713 -3.218243 0.625940 -0.01 0.02 -0.01 0.09
H -1.094534 -5.308231 -0.555980 -0.01 0.00 0.02 0.12


(3)
61
Properties=species:S:1:pos:R:3:forces:R:3:lowdin_charge:R:1 method="wB97M-V/def2-TZVPD" multiplicity=1 relative_energy_kcal_mol=54.2 homo_ev=-9.349
Mg 2.512263 0.147259 -1.753625 -0.38 1.05 0.10 0.69
Mg -1.712507 0.600229 2.645875 0.87 1.06 0.14 0.61
Mg 1.025633 2.234709 0.752075 1.15 -0.06 -0.01 0.83
C 3.794713 -3.093641 -3.186215 -0.06 -0.34 -0.14 0.02
C 2.960843 -1.829841 -2.865865 2.37 -1.64 -1.35 -0.72
O 2.101313 -1.770011 -2.009825 -3.37 -2.52 3.48 -0.02
O 3.266353 -0.745651 -3.346635 2.31 2.26 -2.85 0.00
H 4.745423 -3.073031 -2.653465 -0.24 0.29 0.67 0.08
H 4.195253 -3.221831 -4.191815 -0.67 0.67 -0.41 0.07
H 3.302233 -4.037601 -2.952765 -0.21 0.23 0.29 0.07
C -1.668967 -2.438551 5.079745 -0.41 0.36 0.21 0.03
C -1.598307 -1.262631 4.029065 -0.23 -1.56 1.58 -0.64
O -0.976407 -0.219381 4.259545 1.93 1.09 2.13 -0.01
O -2.252717 -1.247481 2.968005 -1.82 -2.01 -1.51 -0.08
H -1.317627 -3.440841 4.834615 0.34 0.35 -0.84 0.08
H -2.695347 -2.646141 5.382325 -0.41 0.37 -0.55 0.07
H -1.225557 -2.217771 6.050685 0.50 0.59 -0.38 0.07
C 2.046703 4.309919 -2.861715 -0.53 1.57 -1.84 0.00
C 1.991323 3.147269 -1.985405 0.52 -2.48 2.58 -0.59
O 2.469423 2.024439 -2.331615 -0.43 1.49 -0.81 -0.02
O 1.547613 3.306069 -0.792445 -0.33 0.93 -0.84 -0.07
H 1.188433 4.977909 -2.789155 -0.15 -0.17 0.65 0.09
H 2.037043 4.063759 -3.923505 0.46 -0.43 0.09 0.09
H 2.905333 4.954009 -2.671955 0.20 -0.31 0.18 0.10
C 5.049013 0.773619 1.668975 1.14 -1.34 -0.24 0.02
C 3.844483 0.834939 0.767705 1.40 -0.70 -0.30 -0.67
O 3.784353 0.211609 -0.313065 1.27 -0.93 -0.34 -0.01
O 2.921913 1.511419 1.160815 -3.48 2.57 1.87 0.01
H 5.350483 -0.271791 1.734815 -0.23 -0.31 0.15 0.08
H 4.927163 1.129419 2.692035 -0.31 0.32 -0.40 0.08
H 5.956333 1.165239 1.209085 -0.24 0.61 -0.12 0.09
C -1.164757 4.869489 3.465865 0.00 -0.43 -0.38 0.03
C -0.933587 3.483779 2.841735 -0.41 0.76 0.77 -0.66
O -1.707557 2.555529 3.071845 -2.69 -1.71 0.87 -0.04
O 0.059823 3.261459 2.152875 2.51 0.98 -1.62 -0.01
H -0.198577 5.133739 3.895705 -0.19 0.47 -0.09 0.09
H -1.967627 4.956339 4.197955 0.23 -0.74 0.20 0.08
H -1.502727 5.570689 2.702845 0.64 0.06 -0.31 0.08
C -0.569367 -1.340041 -0.202015 -0.94 0.00 -0.45 0.01
C -0.089967 0.063569 0.082425 3.03 -0.82 -1.17 -0.49
O -0.361207 0.606839 1.184095 -0.61 0.72 0.16 -0.07
O 0.840343 0.641889 -0.638125 -3.09 -1.52 1.37 -0.07
H -1.444497 -1.658401 0.364465 0.01 0.56 0.49 0.08
H 0.199063 -2.073091 0.043475 0.36 0.29 -0.32 0.11
H -0.902337 -1.448661 -1.234215 0.71 0.08 -0.17 0.04
Cl -3.415117 -0.327311 -1.856205 -0.33 0.04 -0.18 0.60
C -4.711377 0.785389 -1.323565 0.66 0.55 -0.26 -0.63
C -5.065587 0.568939 0.139485 -1.04 -0.91 -1.47 -0.59
Cl -3.624437 0.836839 1.085365 0.00 1.01 0.28 0.76
H -5.517137 0.778189 -2.057585 -0.30 -0.65 0.45 0.08
H -4.314097 1.794329 -1.434445 0.25 -0.02 0.16 0.07
H -5.355407 -0.458561 0.359385 -0.14 0.11 -0.19 0.08
H -5.900317 1.238939 0.345455 0.35 0.16 0.64 0.09
Cl -0.830067 -3.015361 -4.313885 0.02 1.12 -0.74 0.60
C -1.039927 -4.400091 -3.284415 -0.82 -0.06 1.22 -0.67
C -2.142357 -4.096131 -2.271145 -0.37 0.06 1.17 -0.62
Cl -2.254367 -5.367851 -0.926995 0.07 0.39 -1.03 0.48
H -0.116727 -4.473841 -2.709635 0.01 -0.74 -0.39 0.07
H -1.345307 -5.212431 -3.943925 0.54 -0.28 0.46 0.07
H -3.143407 -3.943091 -2.674355 0.14 -0.47 -0.25 0.07
H -1.957587 -3.206681 -1.668785 0.39 0.00 -0.42 0.00


(4)
47
Properties=species:S:1:pos:R:3:forces:R:3:lowdin_charge:R:1 method="wB97M-V/def2-TZVPD" total_charge=+3 multiplicity=6 homo_ev="-16.797 / -18.801"
C 0.091405 0.077866 -3.929325 1.84 -0.31 -2.03 -0.38
I -2.446884 -0.704045 -3.373707 -1.86 -0.79 -2.29 1.07
H 1.057363 0.187941 -3.299602 -0.99 -0.38 -1.35 0.00
H -0.036518 0.962741 -4.694382 -0.12 -1.47 2.02 0.07
H 0.126473 -0.878010 -4.600486 0.00 1.57 1.49 0.03
Ir -0.520377 -0.115706 -1.608231 2.24 0.27 1.28 0.77
P 0.097540 2.119687 -1.381029 1.14 2.61 -0.63 0.75
C -1.321563 3.185588 -1.759981 -0.32 -0.29 -0.07 -0.20
C 0.776108 2.857477 0.129228 0.01 -0.27 0.46 -0.18
H 0.334707 3.854235 0.253395 0.07 -0.25 -0.01 0.08
H 1.438879 3.674238 -2.603982 0.07 -0.13 0.06 0.09
H 1.862537 2.969244 0.029217 -0.25 -0.14 0.04 0.08
H 2.342095 2.171411 -2.210715 -0.07 0.14 -0.19 0.08
H -2.140720 2.978303 -1.065163 0.02 0.12 -0.08 0.06
H 0.548025 2.234870 0.995558 0.13 0.45 -0.04 0.02
C 1.392454 2.580131 -2.574237 -0.16 -0.27 -0.06 -0.22
H -0.994607 4.221616 -1.621172 -0.02 -0.13 -0.05 0.08
H 1.168968 2.193470 -3.568666 0.22 0.36 0.17 0.02
H -1.671846 3.053161 -2.787611 0.04 -0.03 0.12 0.07
P 0.125529 -2.336086 -1.060573 0.38 -1.51 -0.79 0.75
C -1.311728 -3.437585 -1.217908 -0.14 0.20 0.16 -0.23
C 1.296634 -2.758741 -2.374547 0.03 0.16 0.13 -0.21
H 2.060977 -2.774110 0.312032 -0.29 0.06 0.01 0.08
H 0.681502 -3.832297 0.732033 0.04 0.26 -0.13 0.09
H 0.700519 -2.118627 1.270422 0.14 -0.48 -0.10 0.02
C 0.974014 -2.807333 0.465516 0.05 0.30 0.34 -0.18
H 2.239810 -2.246965 -2.145276 -0.10 -0.17 -0.19 0.07
H 1.450337 -3.844539 -2.324324 0.05 0.14 -0.18 0.09
H -1.033236 -4.417013 -0.813200 -0.07 0.11 -0.12 0.08
H -1.612744 -3.528949 -2.266213 0.12 -0.01 0.19 0.04
H 0.932499 -2.440791 -3.358288 0.13 -0.32 0.26 0.03
H -2.151687 -3.035881 -0.639920 0.08 -0.19 -0.05 0.06
C -2.251005 0.165565 -0.858611 -6.79 0.75 4.41 -0.57
O -3.211766 0.249705 -0.183034 4.10 -0.29 -2.76 0.16
C -0.237272 -0.013891 0.381085 0.66 0.11 2.29 -0.27
C -0.128344 0.065370 1.624517 -0.17 -0.20 -0.57 -0.02
C -0.055312 0.108324 3.063270 0.11 -0.15 -1.09 -0.18
C -1.143335 0.606018 3.808551 -1.33 0.51 1.42 0.04
C -1.151787 0.629711 5.210919 -1.34 0.59 -1.20 0.01
C -0.077657 0.142975 5.951673 0.41 -0.17 0.35 0.07
C 1.045418 -0.338117 5.218243 0.64 -0.30 -1.25 0.04
C 1.039627 -0.341937 3.815405 1.27 -0.54 1.37 0.01
H -1.990494 0.959457 3.232539 -0.15 0.10 0.34 0.13
H -2.039504 1.039811 5.715619 0.51 -0.27 -0.26 0.15
H -0.078764 0.118787 7.070413 -0.05 0.08 -1.17 0.17
H 1.925808 -0.717166 5.760198 -0.50 0.21 -0.39 0.15
H 1.897901 -0.719936 3.280369 0.19 -0.04 0.13 0.13